w | 20
Properties=species:S:1:pos:R:3 method="wB97M-V/def2-TZVPD" charge=+1 lumo_ev=-3.040 homo_lumo_gap_ev=10.97
N 1.100 -0.713 1.585
N -0.891 -0.493 0.006
C -1.831 -1.344 -0.736
C 0.938 1.275 0.036
C -0.027 0.402 -0.782
C -0.013 0.422 -2.124
C 1.075 0.803 1.537
H -0.860 0.021 -2.658
H 0.499 2.290 -0.127
H -2.454 -0.750 -1.410
H -1.502 0.186 0.511
H 1.973 1.238 1.987
H -2.496 -1.879 -0.077
H 2.059 -0.886 1.313
H 1.979 1.216 -0.283
H 0.927 0.774 -2.498
H -1.305 -1.924 -1.481
H 0.159 1.255 1.951
H -0.221 -0.920 0.709
H 0.889 -0.975 2.541


x | 20
Properties=species:S:1:pos:R:3 method="wB97M-V/def2-TZVPD" charge=+1 lumo_ev=-3.347 homo_lumo_gap_ev=10.08
N 1.780 0.230 -1.138
N 1.584 0.855 1.088
C -2.390 1.045 -0.214
C -1.711 -0.259 0.108
C 0.733 0.590 -0.025
C -0.417 -0.545 0.192
C 0.116 -1.907 0.476
H 1.310 0.141 1.731
H -0.422 -2.569 -0.240
H -0.056 -2.198 1.567
H 2.306 1.067 -1.410
H 1.249 -0.049 -1.930
H -3.316 1.163 0.402
H 1.186 -1.830 0.308
H 1.606 1.754 1.493
H -2.476 -0.978 0.315
H 2.399 -0.421 -0.612
H 0.053 1.477 -0.182
H -2.577 1.050 -1.194
H -1.920 2.040 -0.107


y | 20
Properties=species:S:1:pos:R:3 method="wB97M-V/def2-TZVPD" charge=+1 lumo_ev=-3.692 homo_lumo_gap_ev=7.76
N -0.341 1.260 -2.698
N 1.107 -2.133 1.946
C -0.110 -0.422 0.823
C 0.238 0.824 -1.291
C -0.758 0.101 -0.439
C 0.714 -1.500 0.768
C -0.559 0.290 2.091
H -1.308 -0.636 -1.072
H 1.509 -1.523 2.651
H 0.149 0.891 -3.503
H 0.132 -0.024 2.873
H -0.413 2.271 -2.804
H 1.141 0.292 -1.601
H -1.336 1.031 -2.711
H 1.631 -2.988 1.837
H 0.586 1.766 -0.907
H 1.284 -1.570 -0.156
H -0.428 1.367 2.006
H -1.658 0.676 -0.170
H -1.582 0.026 2.357


z | 20
Properties=species:S:1:pos:R:3 method="wB97M-V/def2-TZVPD" charge=+1 lumo_ev=-3.072 homo_lumo_gap_ev=11.06
N -1.169 -0.980 -0.314
N 1.126 -0.287 -0.804
C -0.062 0.309 -0.064
C 1.725 -1.397 0.010
C -0.557 1.468 -0.961
C -2.272 -0.729 0.211
C 0.090 0.671 1.428
H -2.463 0.022 1.058
H 0.057 2.326 -0.776
H 1.946 0.274 -0.936
H -0.493 1.344 -2.082
H 0.898 -2.141 0.241
H 2.308 -0.822 0.883
H 0.610 -0.760 -1.514
H -0.492 1.454 1.567
H 2.387 -1.808 -0.684
H -1.650 1.446 -0.709
H -0.076 -0.121 2.024
H 1.207 1.006 1.570
H -3.118 -1.275 -0.150


Tell me which of them is the least stable. Sure, it is z.


w | 20
Properties=species:S:1:pos:R:3 method="wB97M-V/def2-TZVPD" charge=+1 lumo_ev=-7.645 homo_lumo_gap_ev=5.98
N 3.099 -0.776 0.073
N -1.794 -0.355 1.310
C 2.312 0.505 0.151
C -0.302 0.836 -0.230
C -2.313 -0.593 -1.152
C 0.890 0.726 0.727
C -1.280 -0.349 -0.062
H 2.326 1.103 -0.817
H 0.868 1.418 1.551
H -0.522 -1.250 -0.204
H -1.753 -0.538 -2.185
H 3.336 -1.190 -0.876
H 0.122 0.765 -1.307
H -2.611 0.154 1.567
H -2.733 -1.685 -0.916
H 2.710 -1.475 0.637
H 2.961 1.132 0.710
H -3.225 0.049 -0.963
H -1.009 1.698 -0.090
H -1.081 -0.176 2.076


x | 20
Properties=species:S:1:pos:R:3 method="wB97M-V/def2-TZVPD" charge=+1 lumo_ev=-3.906 homo_lumo_gap_ev=9.75
N -0.381 1.682 0.876
N 0.453 -0.400 -0.612
C 1.859 -0.317 -0.236
C -0.646 0.710 -0.117
C 0.078 -1.453 -1.202
C -0.275 1.467 2.263
C -1.266 -1.631 -1.728
H -1.412 0.074 0.212
H 2.160 0.479 0.423
H -1.610 -0.571 -1.837
H 0.399 2.294 0.590
H -1.074 0.857 2.670
H 0.844 -2.197 -1.241
H -0.511 2.490 2.860
H 2.426 -0.029 -1.176
H 0.662 1.058 2.645
H -1.666 -2.203 -0.799
H 2.272 -1.269 0.126
H -1.304 -2.249 -2.679
H -1.006 1.209 -1.038


Tell me which of them is the least stable. Sure, it is w.